Model 1:
CH2N2O | ωB97M-V/def2-TZVPD

Values from the calculation:
**Total charge**: 0
**HOMO energy**: -10.298 eV
**M**: 58.0 g/mol
**E_LUMO**: -1.285 eV
**Multiplicity**: 1

```
6
Properties=species:S:1:pos:R:3:lowdin_charge:R:1
C -0.21005 -0.00288 0.44516 -0.306
N 0.49026 1.04376 0.27125 0.014
N 1.59757 0.17162 -0.01819 -0.010
O 0.69669 -0.95992 0.19180 -0.094
H -2.02431 -0.55480 0.50033 0.257
H 1.88814 0.32933 -1.01895 0.140
```

Model 2:
CH2N2O | ωB97M-V/def2-TZVPD

Values from the calculation:
**Total charge**: 0
**HOMO energy (spin up / spin down)**: -9.879 / -9.892 eV
**M**: 58.0 g/mol
**E_LUMO (spin up / spin down)**: -0.543 / -0.569 eV
**Multiplicity**: 1

```
6
Properties=species:S:1:pos:R:3:lowdin_charge:R:1
C 1.77352 0.44520 0.00740 -0.127
N 2.70805 -0.07437 0.45008 0.051
N -1.00653 0.04336 -0.25959 0.034
O -1.89708 -0.45591 0.55886 -0.113
H 1.11706 0.81130 -0.71967 0.001
H -2.69502 -0.76959 -0.03708 0.153
```

So which one is most stable? That would be model 2, about 2.095 eV below the next structure.

Model 1:
C3H2Cl2O2 | ωB97M-V/def2-TZVPD

Values from the calculation:
**SMILES**: O=C1CC(Cl)(Cl)O1
**Total charge**: 0
**HOMO energy**: -10.708 eV
**M**: 141.0 g/mol
**E_LUMO**: 0.265 eV
**Multiplicity**: 1

```
9
Properties=species:S:1:pos:R:3:lowdin_charge:R:1
O 1.41808 0.33367 -1.94244 0.163
C 0.59799 0.12863 -1.14202 -0.552
C 0.61247 0.40876 0.44661 -0.048
C -0.83216 -0.24724 0.38913 -1.014
Cl -0.87028 -1.89266 1.12897 0.623
Cl -2.31612 0.66832 0.69629 0.650
O -0.58952 -0.49543 -1.31473 -0.013
H 1.25986 -0.29429 1.03930 0.119
H 0.71966 1.39024 0.69889 0.072
```

Model 2:
C3H2Cl2O2 | ωB97M-V/def2-TZVPD

Values from the calculation:
**SMILES**: C=C(Cl)Cl.O=C=O
**Total charge**: 0
**HOMO energy**: -9.767 eV
**M**: 141.0 g/mol
**E_LUMO**: 0.378 eV
**Multiplicity**: 1

```
9
Properties=species:S:1:pos:R:3:lowdin_charge:R:1
C 0.73160 -0.31735 0.52699 -0.105
C 1.38690 -0.12500 -0.63501 -1.174
Cl 2.54120 1.17416 -0.70615 0.618
Cl 0.81739 -0.85428 -2.09402 0.635
H 1.11116 0.30514 1.30018 0.054
H 0.12327 -1.02376 0.84318 0.016
O -2.71378 0.05086 1.25446 0.232
C -2.21270 0.28629 0.26439 -0.488
O -1.78504 0.50394 -0.75399 0.212
```

Model 3:
C3H2Cl2O2 | ωB97M-V/def2-TZVPD

Values from the calculation:
**SMILES**: O=COC#CCl.Cl
**Total charge**: 0
**HOMO energy**: -10.411 eV
**M**: 141.0 g/mol
**E_LUMO**: -1.006 eV
**Multiplicity**: 1

```
9
Properties=species:S:1:pos:R:3:lowdin_charge:R:1
O 1.15492 0.38296 -1.22843 0.095
C 0.39265 -0.15384 -0.45933 -0.278
O -0.36805 0.44364 0.48482 0.050
C -0.99289 -0.49514 1.22620 -0.106
C -0.92197 -1.69811 1.14734 -0.598
Cl -1.41424 -3.16877 1.66837 0.753
H 0.24087 -1.15576 -0.43147 0.093
Cl 0.79193 3.48525 -1.19949 0.401
H 1.11677 2.35978 -1.20799 -0.410
```

So which one is most stable? That would be model 2, about 0.975 eV below the next structure.

Model 1:
H24NO10 | ωB97M-V/def2-TZVPD

Values from the calculation:
**Total charge**: +1
**HOMO energy**: -14.434 eV
**M**: 198.2 g/mol
**E_LUMO**: -3.348 eV
**Multiplicity**: 1

```
35
Properties=species:S:1:pos:R:3:lowdin_charge:R:1
N 20.88510 -22.47928 1.66466 0.359
H 20.95040 -23.43507 1.35252 0.096
H 21.33045 -21.86813 0.95333 0.139
H 21.34042 -22.48430 2.50102 0.077
H 19.92022 -22.31907 1.79951 0.072
O 19.69860 -20.06722 3.62766 -0.031
H 19.08355 -20.31963 2.94669 -0.020
H 19.78756 -20.88627 4.11634 0.022
O 21.18822 -21.81889 -1.40201 -0.040
H 21.57578 -22.68272 -1.42338 -0.006
H 20.45907 -21.91928 -2.02111 0.055
O 20.86662 -25.22440 3.38222 -0.044
H 21.32996 -25.59443 2.62022 0.075
H 20.62571 -26.00005 3.89937 0.109
O 23.42434 -24.31016 2.69273 -0.058
H 23.70175 -23.50146 3.18398 0.077
H 24.16870 -24.62367 2.18301 0.055
O 23.97611 -22.26068 0.43405 -0.021
H 23.95391 -21.37980 0.70726 0.037
H 24.12810 -22.22820 -0.52694 0.091
O 18.45157 -24.17914 2.85357 -0.060
H 19.28716 -24.63866 3.06128 -0.014
H 18.14464 -24.66128 2.07072 0.048
O 18.42250 -23.16519 -0.09155 -0.013
H 18.23968 -22.30948 -0.41686 0.029
H 17.78903 -23.36538 0.58256 0.000
O 22.27203 -23.82191 5.21021 -0.027
H 21.68685 -23.10698 5.39768 0.022
H 21.98263 -24.28115 4.43708 -0.054
O 22.47143 -24.30459 -0.30497 -0.026
H 22.44406 -25.07159 0.24394 0.030
H 23.16025 -23.80277 0.10673 -0.033
O 17.52924 -21.33585 2.29450 -0.008
H 16.92057 -21.82401 1.78930 0.024
H 17.44617 -21.74088 3.13442 0.036
```

Model 2:
H24NO10 | ωB97M-V/def2-TZVPD

Values from the calculation:
**Total charge**: +1
**HOMO energy**: -13.711 eV
**M**: 198.2 g/mol
**E_LUMO**: -3.354 eV
**Multiplicity**: 1

```
35
Properties=species:S:1:pos:R:3:lowdin_charge:R:1
N -0.33682 -0.47979 -0.36646 0.409
H 0.67771 -0.28286 -0.24316 0.145
H -0.32414 -1.12131 0.19663 -0.018
H -0.49810 -0.61450 -1.32813 0.110
H -0.86215 0.21498 0.04694 0.076
O -1.47981 2.22397 1.61496 0.041
H -2.42113 2.11275 1.35929 0.095
H -1.44403 2.98881 1.99032 -0.033
O -3.06751 -1.34056 -1.17450 -0.033
H -3.79043 -0.97245 -1.68071 0.045
H -3.38725 -1.39970 -0.27692 0.034
O 0.41184 3.58936 -0.60360 -0.015
H 0.38800 4.39331 -1.10860 0.043
H -0.29352 3.02200 -0.63512 -0.082
O 0.81091 -2.11841 -2.80596 -0.047
H 0.68969 -3.11347 -2.68695 0.097
H 0.57548 -1.91529 -3.67343 0.005
O 2.35668 -2.78017 -0.14982 -0.027
H 2.65682 -2.96223 -1.03320 0.028
H 2.94088 -2.14343 0.18779 -0.010
O -1.71816 1.99378 -1.52546 -0.089
H -1.66340 2.71679 -2.17239 0.066
H -2.72151 2.05957 -1.30558 0.110
O -0.96097 -3.10714 1.77561 -0.056
H -1.56623 -2.53595 2.37912 0.085
H -0.17320 -2.84369 2.21530 0.001
O 2.70047 0.08660 1.56205 -0.088
H 3.03174 -0.41772 2.44311 0.148
H 1.92162 0.34679 1.99586 -0.060
O 2.50116 1.05670 -1.27849 0.000
H 3.17751 1.51707 -1.61001 -0.026
H 2.56137 1.25049 -0.34098 0.014
O 0.16028 0.24121 2.61512 -0.035
H -0.44401 0.86245 2.49523 -0.093
H -0.40980 -0.52798 3.12212 0.160
```

So which one is most stable? That would be model 1, about 2.558 eV below the next structure.

Model 1:
C2H3BrO2 | ωB97M-V/def2-TZVPD

Values from the calculation:
**SMILES**: O=COCBr
**Total charge**: 0
**HOMO energy**: -10.793 eV
**M**: 138.9 g/mol
**E_LUMO**: 0.136 eV
**Multiplicity**: 1

```
8
Properties=species:S:1:pos:R:3:lowdin_charge:R:1
O 1.75873 2.32280 -1.08342 0.065
C 0.65099 1.82143 -1.19204 -0.320
O 0.34230 0.53542 -0.76421 -0.186
C -0.62206 -0.67400 -0.83425 -0.489
Br 0.17597 -2.39704 -1.41101 0.614
H -0.22776 2.30203 -1.72370 0.148
H -0.80562 -0.67424 0.23543 0.065
H -1.36784 -0.20810 -1.57743 0.103
```

Model 2:
C2H3BrO2 | ωB97M-V/def2-TZVPD

Values from the calculation:
**Total charge**: 0
**HOMO energy**: -9.730 eV
**M**: 138.9 g/mol
**E_LUMO**: -0.190 eV
**Multiplicity**: 1

```
8
Properties=species:S:1:pos:R:3:lowdin_charge:R:1
C -0.80988 0.36846 -0.07793 -0.788
C 1.17782 -0.59805 0.09514 0.155
O -1.12035 1.44414 -0.86598 -0.015
O -0.91316 1.55976 0.53705 -0.013
Br -2.11923 -1.09405 0.06624 0.656
H 1.46097 0.18141 0.79448 0.043
H 1.58286 -0.38929 -0.83091 0.007
H 0.74097 -1.47239 0.28192 -0.045
```

Model 3:
C2H3BrO2 | ωB97M-V/def2-TZVPD

Values from the calculation:
**SMILES**: BrC1OCO1
**Total charge**: 0
**HOMO energy**: -10.059 eV
**M**: 138.9 g/mol
**E_LUMO**: 0.591 eV
**Multiplicity**: 1

```
8
Properties=species:S:1:pos:R:3:lowdin_charge:R:1
Br 0.90445 -1.58550 -1.40612 0.872
C -0.48159 -0.62708 -0.72070 -0.633
O -0.47857 -0.54975 0.67974 -0.137
C 0.26736 0.68663 0.68294 -0.298
O 0.14288 1.00737 -0.67454 -0.127
H -1.40316 -0.76602 -1.17498 0.076
H -0.16800 1.38687 1.53138 0.155
H 1.21662 0.44748 1.08228 0.092
```

So which one is most stable? That would be model 1, about 0.968 eV below the next structure.

Model 1:
C6H7NO4 | ωB97M-V/def2-TZVPD

Values from the calculation:
**SMILES**: O=C=O.C#CC.N#CO.C=O
**Total charge**: 0
**HOMO energy**: -9.243 eV
**M**: 157.1 g/mol
**E_LUMO**: 0.158 eV
**Multiplicity**: 1

```
18
Properties=species:S:1:pos:R:3:lowdin_charge:R:1
O 6.42507 -0.03929 -1.61938 0.188
C 5.87861 0.73906 -0.95059 -0.445
O 5.37010 1.48845 -0.28431 0.244
C 1.95230 -0.13120 -1.99197 0.024
C 2.41621 -1.18628 -2.29414 -0.219
C 3.24539 -2.33423 -2.60596 -0.099
H 1.31960 0.77302 -1.76339 0.040
H 4.14568 -1.83970 -2.40270 0.042
H 3.19853 -3.07548 -1.81848 0.082
H 3.21267 -2.59690 -3.64034 0.075
N 1.42321 0.72762 0.36502 0.152
C 1.13443 0.04172 1.23211 -0.365
O 1.04780 -0.89328 2.12529 0.124
H 0.16273 -0.79594 2.52489 0.125
C -3.02835 1.31763 2.11071 -0.134
O -1.89070 0.89106 2.08017 -0.020
H -3.87214 1.18105 1.36409 0.088
H -3.41767 2.13915 2.84194 0.099
```

Model 2:
C6H7NO4 | ωB97M-V/def2-TZVPD

Values from the calculation:
**Total charge**: 0
**HOMO energy**: -9.277 eV
**M**: 157.1 g/mol
**E_LUMO**: 0.539 eV
**Multiplicity**: 1

```
18
Properties=species:S:1:pos:R:3:lowdin_charge:R:1
C 2.54744 -1.80980 0.22090 -0.294
C 2.35597 0.54160 -0.03733 -0.508
C -2.29306 0.33944 -0.33823 -0.151
C -1.76329 0.20146 1.12139 -0.213
C -0.95017 0.57933 -1.08235 -0.083
C -0.31775 0.43290 1.25865 -0.005
N -0.02546 0.85491 0.08391 -0.093
O 1.97179 -0.63215 0.60445 0.053
O 3.49062 -1.89737 -0.47422 0.148
O 3.46228 0.91969 -0.29011 0.192
O 1.28919 1.26786 -0.38222 0.105
H 1.94080 -2.57145 0.74397 0.159
H -2.94024 -0.51829 -0.83738 0.141
H -2.90702 1.18931 -0.68309 0.098
H -2.35074 0.85419 1.79853 0.112
H -1.91492 -0.87725 1.54341 0.137
H -0.68574 -0.30387 -1.56208 0.098
H -0.90971 1.42947 -1.68822 0.102
```

So which one is most stable? That would be model 1, about 0.296 eV below the next structure.

Model 1:
C7H5NO3 | ωB97M-V/def2-TZVPD

Values from the calculation:
**SMILES**: O=Cc1ccccc1[N+](=O)[O-]
**Total charge**: 0
**HOMO energy**: -10.176 eV
**M**: 151.1 g/mol
**E_LUMO**: -1.303 eV
**Multiplicity**: 1

```
16
Properties=species:S:1:pos:R:3:lowdin_charge:R:1
O -2.58928 1.71856 -0.48802 0.099
C -1.48893 1.76334 -0.03575 -0.203
C -0.38078 0.70684 0.00453 -0.087
C 0.98565 1.20506 -0.01856 0.001
C 2.12758 0.35813 0.03502 -0.051
C 1.93262 -1.04520 -0.18290 -0.038
C 0.55534 -1.47811 -0.20564 0.025
C -0.56754 -0.63176 -0.00468 -0.235
N -1.79147 -1.22181 0.13688 -0.238
O -2.58308 -1.59688 -0.92576 0.035
O -2.25059 -0.93822 1.26930 0.112
H -1.31115 2.62587 0.65061 0.132
H 1.20519 2.16356 0.23709 0.072
H 3.19389 0.71235 -0.00768 0.121
H 2.75493 -1.72201 -0.19504 0.089
H 0.20762 -2.61972 -0.26942 0.165
```

Model 2:
C7H5NO3 | ωB97M-V/def2-TZVPD

Values from the calculation:
**Total charge**: 0
**HOMO energy**: -8.680 eV
**M**: 151.1 g/mol
**E_LUMO**: -1.064 eV
**Multiplicity**: 1

```
16
Properties=species:S:1:pos:R:3:lowdin_charge:R:1
C 1.74625 -0.63777 0.17358 -0.356
C 0.95150 -0.87259 1.36880 -0.035
C -0.45575 -0.49298 1.41599 -0.034
C -0.89797 0.17102 0.27223 -0.182
C -1.95325 1.45488 -1.26959 -0.500
C -0.09069 0.24002 -0.96052 -0.240
C 1.21772 -0.09216 -1.06568 0.066
H 2.90410 -2.08483 0.66212 0.265
H 1.19629 -1.43021 2.35976 0.133
H -1.14936 -0.57444 2.29108 0.122
H -2.78999 1.64518 0.79300 0.347
H 1.85113 -0.22364 -2.10916 0.196
N -2.26243 0.57396 -0.25533 0.150
O 3.06856 -0.98625 0.18762 -0.052
O -2.55061 2.33152 -2.02288 0.024
O -0.78548 0.97828 -1.84100 0.095
```

So which one is most stable? That would be model 2, about 0.180 eV below the next structure.

Model 1:
C8H13N4 | ωB97M-V/def2-TZVPD

Values from the calculation:
**SMILES**: CC(C)C#[N+]/N=N/C(C)(C)C#N
**Total charge**: +1
**HOMO energy**: -14.045 eV
**M**: 165.2 g/mol
**E_LUMO**: -5.238 eV
**Multiplicity**: 1

```
25
Properties=species:S:1:pos:R:3:lowdin_charge:R:1
C -2.70946 1.50208 -1.82685 -0.008
C -2.70568 0.49564 -0.64075 -0.352
C -3.18977 -0.96974 -0.90904 -0.013
C -1.43143 0.28630 -0.21570 0.089
N -0.35717 0.13961 0.27378 0.232
N 0.84455 -0.37510 0.20913 0.058
N 1.69421 -0.29500 1.04702 0.147
C 3.00346 -0.94416 0.85821 -0.541
C 4.02166 0.00862 1.57516 0.014
C 3.34167 -1.19372 -0.59215 -0.023
C 2.89622 -2.14215 1.64434 -0.175
N 2.91731 -3.16570 2.18845 0.218
H -2.18563 0.99844 -2.68781 0.119
H -3.67129 1.55449 -2.34900 0.102
H -2.45768 2.43501 -1.44649 0.070
H -3.34605 1.02193 0.08478 0.179
H -3.09381 -1.54373 0.03503 0.101
H -4.24411 -0.95316 -1.14473 0.090
H -2.64179 -1.51870 -1.75776 0.131
H 4.67921 0.54257 0.76483 0.137
H 3.55911 0.57725 2.28298 0.050
H 4.73499 -0.56466 2.08805 0.072
H 3.49942 -0.22339 -1.07453 0.097
H 2.58781 -1.85648 -1.00290 0.085
H 4.28890 -1.77790 -0.55711 0.121
```

Model 2:
C8H13N4 | ωB97M-V/def2-TZVPD

Values from the calculation:
**SMILES**: CC[N+](=C/N=C1/C=NC=N1)CC
**Total charge**: +1
**HOMO energy (spin up / spin down)**: -14.673 / -14.673 eV
**M**: 165.2 g/mol
**E_LUMO (spin up / spin down)**: -6.107 / -6.107 eV
**Multiplicity**: 1

```
25
Properties=species:S:1:pos:R:3:lowdin_charge:R:1
C -0.78959 -2.04158 -0.02267 -0.032
C -1.00459 -0.60983 0.57719 -0.099
N -0.79027 0.57747 -0.40438 -0.024
C 0.08450 0.58271 -1.35841 -0.110
N 0.84051 -0.43975 -1.62505 0.185
C 1.72639 -0.81572 -0.73981 -0.240
C 2.91886 -1.77438 -0.69294 0.014
N 3.52084 -1.64216 0.43094 0.126
C 2.84225 -0.60631 1.10105 -0.084
N 1.85141 -0.07363 0.44415 0.115
C -1.79623 1.62280 -0.43797 -0.200
C -1.63390 2.55517 0.82194 -0.058
H -0.14675 -2.47313 0.74856 0.097
H -1.76649 -2.46651 -0.13970 0.082
H -0.44604 -2.01111 -1.01320 0.044
H -0.36708 -0.37071 1.46911 0.126
H -2.00323 -0.56850 0.90851 0.099
H -0.03799 1.34964 -2.11966 0.171
H 3.14104 -2.31000 -1.56929 0.115
H 3.27866 -0.33376 2.07233 0.143
H -1.73538 2.29890 -1.34256 0.135
H -2.82232 1.26796 -0.53801 0.128
H -0.59563 2.72006 0.98964 0.053
H -2.23820 3.58862 0.74443 0.137
H -2.03076 1.97378 1.69580 0.079
```

So which one is most stable? That would be model 2, about 2.609 eV below the next structure.